Computed, not measured: a 2-piece molecular cluster, C24H49ClF3NO10P2 overall in a non-equilibrium geometry, with ωB97M-V/def2-TZVPD.

XYZ file:
```
90
Properties=species:S:1:pos:R:3
C -2.208 -0.257 -0.354
C -1.939 -0.688 0.884
C -0.595 -1.209 1.351
O 0.445 -0.972 0.429
C 0.820 0.371 0.277
C 1.835 0.578 -0.866
C 3.269 0.116 -0.494
O 3.216 -0.938 0.433
C 4.453 -1.380 0.938
O 4.616 -2.735 0.664
C 3.804 -3.556 1.477
C 4.044 -5.006 1.139
O 3.668 -5.238 -0.212
P 1.961 2.424 -0.871
O 0.704 3.169 -1.125
N 1.360 0.029 -2.136
C 1.602 -1.412 -2.265
C 0.430 -2.236 -2.829
C 0.425 -3.680 -2.311
C 0.088 -3.841 -0.833
C 0.064 -5.319 -0.437
C 1.705 0.831 -3.309
C 1.495 0.169 -4.652
O 0.106 0.051 -4.906
C -0.148 -0.682 -6.075
C -1.640 -0.920 -6.161
F -1.978 -1.282 -7.412
F -2.358 0.149 -5.830
F -2.015 -1.929 -5.359
C -0.338 -0.715 2.796
Cl 1.358 -1.038 3.262
C -0.801 0.731 3.098
C -0.028 1.476 4.182
H -2.988 0.485 -0.505
H -1.708 -0.612 -1.247
H -2.739 -0.714 1.622
H -0.666 -2.301 1.418
H -0.035 1.013 0.039
H 1.270 0.783 1.192
H 3.780 -0.224 -1.406
H 3.880 0.950 -0.108
H 5.286 -0.842 0.482
H 4.439 -1.226 2.026
H 2.739 -3.340 1.327
H 4.023 -3.400 2.542
H 3.454 -5.618 1.832
H 5.103 -5.246 1.287
H 3.956 -6.122 -0.452
H 3.024 2.748 -1.735
H 2.477 2.689 0.412
H 1.838 -1.833 -1.289
H 2.492 -1.628 -2.875
H 0.581 -2.318 -3.910
H -0.518 -1.722 -2.677
H -0.323 -4.228 -2.894
H 1.404 -4.121 -2.532
H -0.896 -3.393 -0.660
H 0.821 -3.336 -0.202
H 0.963 -5.825 -0.795
H -0.817 -5.832 -0.830
H 0.052 -5.439 0.650
H 1.045 1.705 -3.323
H 2.758 1.158 -3.290
H 1.914 0.856 -5.403
H 2.023 -0.782 -4.773
H 0.197 -0.115 -6.947
H 0.341 -1.662 -6.046
H -0.932 -1.371 3.434
H -1.855 0.655 3.370
H -0.755 1.320 2.180
H -0.659 2.299 4.530
H 0.211 0.856 5.044
H 0.870 1.943 3.775
C -4.301 6.993 2.349
O -3.499 6.135 3.169
P -4.039 4.696 3.582
O -3.059 3.964 4.379
O -4.512 4.013 2.237
C -3.496 3.691 1.271
O -5.451 4.947 4.250
C -5.458 5.371 5.622
H -3.775 7.168 1.411
H -5.278 6.560 2.139
H -4.432 7.940 2.869
H -2.543 3.477 1.756
H -3.376 4.520 0.575
H -3.830 2.811 0.731
H -6.345 5.982 5.766
H -4.572 5.958 5.863
H -5.502 4.499 6.272
```

Calculated values
- Orbital gap: 9.098 eV
- E_HOMO: -8.495 eV
- SMILES: C=C[C@@H](OC[C@](COCOCCO)([PH2]=O)N(CCCCC)CCOCC(F)(F)F)[C@@H](Cl)CC.COP(=O)(OC)OC
- E: -86900.244 eV

=====

Computed, not measured: a 3-piece molecular cluster, C24H49N3O6 overall in a non-equilibrium geometry, with ωB97M-V/def2-TZVPD.

XYZ file:
```
82
Properties=species:S:1:pos:R:3
C 2.198 -2.573 4.300
C 2.655 -1.139 4.054
O 2.614 -0.434 5.284
C 2.788 0.941 5.127
C 1.462 1.706 5.042
O 0.443 0.880 4.552
C -0.705 1.608 4.296
O -1.577 0.855 3.511
C -2.226 -0.149 4.147
N -2.646 0.017 5.457
O -2.484 -1.105 3.556
H 1.480 -2.874 3.550
H 3.018 -3.276 4.258
H 1.744 -2.600 5.276
H 1.950 -0.671 3.374
H 3.648 -1.144 3.607
H 3.332 1.294 5.991
H 3.372 1.192 4.248
H 1.619 2.575 4.406
H 1.202 2.098 6.027
H -1.190 1.963 5.207
H -0.456 2.499 3.727
H -2.764 -0.920 5.816
H -1.960 0.459 6.060
C -2.188 0.991 -2.030
C -2.145 1.882 -0.774
C -3.566 2.181 -0.290
C -4.295 3.201 -1.162
C -3.469 4.480 -1.280
C -2.049 4.228 -1.792
N -1.368 3.128 -1.045
O -0.922 3.594 0.067
C -2.099 3.913 -3.303
C -1.249 5.526 -1.694
C -1.456 1.011 0.274
H -2.792 0.103 -1.836
H -2.619 1.461 -2.909
H -1.183 0.658 -2.288
H -3.527 2.565 0.734
H -4.138 1.252 -0.251
H -4.506 2.776 -2.147
H -5.266 3.431 -0.717
H -3.976 5.183 -1.944
H -3.423 4.957 -0.295
H -1.156 3.487 -3.647
H -2.272 4.825 -3.874
H -2.909 3.241 -3.581
H -1.226 5.923 -0.680
H -1.705 6.288 -2.324
H -0.220 5.381 -2.029
H -0.415 0.817 0.006
H -1.958 0.046 0.356
H -1.475 1.455 1.262
C -0.198 -3.560 -3.165
C 0.579 -2.907 -2.004
C 0.986 -1.481 -2.378
C 2.145 -1.424 -3.370
C 3.335 -2.217 -2.835
C 2.977 -3.662 -2.480
N 1.754 -3.745 -1.626
O 2.076 -3.486 -0.409
C 2.795 -4.478 -3.778
C 4.170 -4.309 -1.779
C -0.445 -2.830 -0.873
H -1.027 -2.917 -3.462
H 0.392 -3.731 -4.061
H -0.615 -4.518 -2.853
H 1.281 -0.937 -1.474
H 0.127 -0.952 -2.790
H 1.825 -1.800 -4.347
H 2.438 -0.384 -3.528
H 4.139 -2.212 -3.574
H 3.721 -1.707 -1.947
H 2.302 -5.430 -3.577
H 3.765 -4.701 -4.224
H 2.237 -3.950 -4.550
H 4.478 -3.759 -0.891
H 5.026 -4.329 -2.454
H 3.946 -5.337 -1.487
H -0.724 -3.825 -0.522
H -1.353 -2.337 -1.221
H -0.081 -2.258 -0.021
```

Calculated values
- Orbital gap (spin up / spin down): 9.104 / 9.659 eV
- <S²>: 2.0081
- 2S+1: 3
- E_HOMO (spin up / spin down): -8.365 / -9.251 eV
- E: -42433.720 eV

=====

Computed, not measured: a 5-piece molecular cluster, C24H49O9S4 overall, with ωB97M-V/def2-TZVPD.

XYZ file:
```
86
Properties=species:S:1:pos:R:3
C 10.738 1.614 -2.629
C 9.197 1.513 -2.774
C 8.472 0.919 -1.556
C 7.237 0.089 -1.865
C 6.003 0.971 -2.003
C 4.731 0.156 -1.902
O 3.584 0.995 -1.688
C 2.411 0.581 -2.333
C 1.503 1.783 -2.544
H 11.070 1.147 -1.702
H 11.252 1.143 -3.466
H 11.061 2.655 -2.582
H 8.960 0.897 -3.639
H 8.830 2.521 -2.982
H 8.228 1.763 -0.869
H 9.183 0.269 -1.037
H 7.060 -0.550 -0.985
H 5.959 1.732 -1.194
H 5.976 1.482 -2.972
H 4.595 -0.440 -2.807
H 4.819 -0.547 -1.067
H 2.636 0.158 -3.317
H 1.890 -0.164 -1.729
H 0.534 1.434 -2.905
H 1.948 2.454 -3.277
H 1.376 2.343 -1.618
C 0.535 -4.341 0.826
C 0.199 -5.397 -0.238
C 0.040 -4.661 -1.574
S 1.077 -3.199 -1.463
O 0.225 -2.029 -1.485
O 2.182 -3.314 -2.373
C 1.624 -3.460 0.219
H 0.867 -4.795 1.758
H -0.352 -3.740 1.040
H 1.016 -6.119 -0.306
H -0.708 -5.946 0.012
H 0.369 -5.250 -2.426
H -0.977 -4.299 -1.720
H 1.742 -2.494 0.706
H 2.583 -3.974 0.169
C -0.930 3.161 0.620
C -1.497 1.901 -0.046
C -1.415 0.762 0.981
S -1.529 1.544 2.595
O -0.296 1.346 3.309
O -2.790 1.211 3.215
C -1.583 3.232 1.997
H -1.136 4.057 0.037
H 0.153 3.069 0.724
H -2.541 2.071 -0.322
H -0.948 1.646 -0.950
H -2.232 0.048 0.892
H -0.460 0.240 0.937
H -1.063 3.872 2.706
H -2.632 3.520 1.928
C -5.652 1.787 6.685
C -5.309 1.144 5.333
C -6.633 0.845 4.620
S -7.809 2.064 5.222
O -8.846 1.389 5.964
O -8.152 2.987 4.169
C -6.699 2.854 6.384
H -4.773 2.217 7.161
H -6.070 1.039 7.362
H -4.715 1.834 4.735
H -4.719 0.238 5.453
H -6.560 0.940 3.540
H -7.028 -0.136 4.879
H -7.271 3.178 7.250
H -6.261 3.714 5.879
C -2.673 -0.997 -3.509
C -4.199 -1.106 -3.645
C -4.676 -2.136 -2.611
S -3.481 -2.067 -1.267
O -2.780 -3.328 -1.192
O -4.097 -1.511 -0.087
C -2.389 -0.875 -2.017
H -2.273 -0.146 -4.058
H -2.199 -1.899 -3.902
H -4.655 -0.136 -3.436
H -4.497 -1.399 -4.650
H -5.659 -1.912 -2.206
H -4.661 -3.150 -3.006
H -1.365 -1.116 -1.737
H -2.673 0.104 -1.636
```

Calculated values
- Orbital gap: 2.697 eV
- E_HOMO: -1.061 eV
- Total charge: -1
- E: -87448.046 eV

=====

Computed, not measured: a 6-piece molecular cluster, C24H50B2F8N5O3 overall in a non-equilibrium geometry, with ωB97M-V/def2-TZVPD.

XYZ file:
```
92
Properties=species:S:1:pos:R:3
C -2.432 -10.337 -1.947
N -2.101 -9.004 -1.365
C -2.152 -8.841 -0.019
C -1.953 -7.551 0.548
C -1.715 -6.441 -0.246
C -1.791 -6.689 -1.616
C -1.949 -7.946 -2.159
C -1.531 -5.109 0.383
C -0.373 -4.306 0.214
C -0.238 -3.081 0.841
N -1.217 -2.621 1.642
C -2.337 -3.383 1.923
C -2.468 -4.658 1.342
C -1.170 -1.298 2.176
H -2.652 -10.173 -3.002
H -3.350 -10.775 -1.558
H -1.539 -10.948 -1.817
H -2.260 -9.736 0.576
H -2.123 -7.475 1.612
H -1.595 -5.822 -2.228
H -1.957 -8.138 -3.222
H 0.396 -4.681 -0.444
H 0.544 -2.404 0.531
H -3.038 -3.064 2.680
H -3.318 -5.299 1.523
H -1.426 -0.545 1.430
H -0.168 -1.050 2.524
H -1.871 -1.190 3.003
C -2.033 7.206 3.917
C -2.682 6.239 2.914
C -2.341 4.775 3.280
O -2.977 3.794 2.490
C -2.506 2.455 2.849
N -4.215 6.305 2.886
H -4.575 7.201 2.588
H -4.625 5.638 2.248
H -4.624 6.189 3.802
H -2.341 6.915 4.921
H -2.261 8.260 3.754
H -0.968 6.977 3.878
H -2.290 6.551 1.946
H -2.706 4.519 4.275
H -1.263 4.641 3.374
H -2.730 2.175 3.878
H -1.443 2.372 2.620
H -2.903 1.722 2.146
C -2.562 2.819 -0.519
C -1.549 3.095 -1.660
C -0.431 3.968 -1.118
O -0.726 5.393 -1.269
C -0.058 6.341 -0.346
N -0.999 1.840 -2.303
H -1.732 1.390 -2.833
H -0.282 1.945 -3.006
H -0.635 1.102 -1.717
H -3.427 2.206 -0.775
H -2.893 3.747 -0.052
H -2.084 2.176 0.221
H -1.934 3.625 -2.531
H 0.499 3.911 -1.683
H -0.196 3.758 -0.074
H -0.648 6.391 0.570
H -0.009 7.271 -0.912
H 0.943 5.953 -0.161
C 5.993 -1.185 -2.971
C 5.408 -0.148 -2.020
C 5.614 1.339 -2.444
O 4.839 2.226 -1.588
C 4.694 3.621 -1.916
N 3.915 -0.408 -1.940
H 3.719 -1.302 -1.513
H 3.452 0.144 -1.232
H 3.400 -0.189 -2.781
H 5.543 -1.077 -3.958
H 5.879 -2.234 -2.700
H 7.072 -1.130 -3.119
H 5.730 -0.338 -0.996
H 5.370 1.378 -3.506
H 6.681 1.533 -2.337
H 4.019 3.819 -2.748
H 5.639 4.156 -2.013
H 4.228 4.133 -1.074
B 0.965 0.669 0.246
F 1.399 1.581 -0.707
F 2.042 -0.065 0.706
F 0.436 1.356 1.327
F 0.056 -0.223 -0.322
B 3.973 -3.199 -0.287
F 3.873 -4.227 0.655
F 2.759 -2.588 -0.418
F 4.772 -2.278 0.282
F 4.516 -3.669 -1.549
```

Calculated values
- Orbital gap: 6.967 eV
- E_HOMO: -15.301 eV
- Total charge: +3
- E: -62371.284 eV

=====

Computed, not measured: C24H50F6N3O4P2ReS2Si4 as an isolated structure in a non-equilibrium geometry, with ωB97M-V/def2-TZVPD.

XYZ file:
```
96
Properties=species:S:1:pos:R:3
Re -0.272 0.180 0.392
F 3.607 1.520 2.316
C 2.822 1.116 3.320
F 1.922 2.061 3.548
F 3.550 0.925 4.398
S 2.035 -0.488 2.794
O 1.600 -0.290 1.409
O 3.035 -1.481 2.952
N 0.778 -0.563 3.738
S -0.241 -1.636 3.216
O -1.002 -1.219 2.026
O 0.242 -2.975 3.144
C -1.476 -1.534 4.595
F -2.531 -2.292 4.343
F -0.906 -1.918 5.720
F -1.880 -0.269 4.709
C 1.976 -2.903 -0.042
P 0.377 -2.194 -0.578
C -0.728 -3.524 0.054
C 0.386 -2.688 -2.381
C 1.602 -2.238 -3.201
P 2.181 -0.539 -2.780
C 1.135 0.486 -3.905
C 3.734 -0.523 -3.774
H 2.802 -2.233 -0.275
H 2.124 -3.861 -0.542
H 1.963 -3.064 1.034
H -0.500 -4.465 -0.446
H -1.777 -3.279 -0.106
H -0.559 -3.646 1.118
H -0.529 -2.286 -2.820
H 0.319 -3.777 -2.414
H 1.393 -2.309 -4.271
H 2.446 -2.901 -2.992
H 1.108 0.058 -4.907
H 1.566 1.488 -3.964
H 0.125 0.565 -3.500
H 3.548 -0.870 -4.790
H 4.483 -1.160 -3.304
H 4.129 0.493 -3.814
C -3.048 3.802 -0.279
Si -3.284 2.622 -1.748
C -2.184 2.959 -3.265
C -5.064 2.971 -2.297
Si -2.279 0.389 -0.825
Si -3.173 -0.747 -2.878
C -2.083 -0.705 -4.439
C -4.837 -0.115 -3.544
C -3.406 -2.560 -2.365
Si -4.260 -0.228 0.748
C -4.190 1.018 2.157
C -5.897 -0.086 -0.188
C -4.010 -1.998 1.345
H -2.861 4.826 -0.615
H -2.229 3.507 0.375
H -3.959 3.827 0.319
H -2.009 4.030 -3.395
H -2.668 2.599 -4.174
H -1.212 2.470 -3.196
H -5.151 4.052 -2.436
H -5.807 2.686 -1.553
H -5.336 2.501 -3.239
H -1.950 0.312 -4.810
H -2.574 -1.275 -5.231
H -1.095 -1.140 -4.298
H -4.684 0.693 -4.259
H -5.523 0.237 -2.777
H -5.332 -0.928 -4.080
H -2.456 -3.037 -2.126
H -3.872 -3.132 -3.171
H -4.046 -2.653 -1.486
H -4.231 2.046 1.796
H -3.270 0.894 2.727
H -5.026 0.873 2.845
H -6.012 0.884 -0.670
H -6.717 -0.199 0.526
H -6.013 -0.862 -0.944
H -2.963 -2.162 1.574
H -4.321 -2.740 0.610
H -4.578 -2.180 2.260
C -0.720 1.717 1.841
H -1.667 2.252 1.869
H 0.074 2.470 1.847
H -0.637 1.179 2.787
N 3.843 5.879 -2.175
C 3.192 5.001 -1.825
C 2.393 3.895 -1.405
C 2.968 2.734 -0.902
C 2.156 1.687 -0.515
N 0.807 1.723 -0.569
C 0.267 2.862 -1.046
C 1.000 3.942 -1.469
H 4.040 2.642 -0.809
H 2.613 0.815 -0.095
H -0.810 2.898 -1.065
H 0.494 4.820 -1.845
```

Calculated values
- Orbital gap (spin up / spin down): 6.714 / 5.996 eV
- <S²>: 3.8005
- 2S+1: 4
- E_HOMO (spin up / spin down): -10.477 / -10.751 eV
- Total charge: +1
- ΔE to the lowest compared entry with this formula, charge and spin: 36.90 kcal/mol
- E: -128547.146 eV